Cl2NaO8 | ωB97M-V with the def2-TZVPD basis set

The calculation puts the relative energy (zero: lowest compared OMol25 entry of this formula, charge and spin) at 53.9 kcal per mole. The HOMO-LUMO gap is 7.7 eV.

```
! wB97M-V def2-TZVPD RIJCOSX def2/J DEFGRID3
* xyz -1 1
Na 1.21880 1.22919 -0.56858
Cl 0.51980 -1.59943 -1.18585
O 1.77782 -1.68139 -1.93880
O 0.23753 -2.64785 -0.25914
O 0.55051 -0.38379 -0.49008
O -0.56116 -1.55426 -2.14435
Cl -0.77249 1.33639 1.38784
O -1.02908 2.75638 1.27045
O -0.89750 0.84083 0.10768
O 0.63987 1.26617 1.81578
O -1.68406 0.43779 2.00510
*
```

C4H12N2 | ωB97M-V with the def2-TZVPD basis set

The calculation puts the relative energy (zero: lowest compared OMol25 entry of this formula, charge and spin) at 28.8 kcal per mole. The HOMO-LUMO gap (alpha / beta) is 9.0 / 3.7 eV. The expectation value of S² is 0.754.

```
! wB97M-V def2-TZVPD RIJCOSX def2/J DEFGRID3
* xyz 1 2
C -0.91203 -1.20175 1.13358
C -0.09030 0.05409 0.90187
C -0.02485 0.42406 -0.61173
C 1.38237 0.31762 -1.20590
N 2.23982 1.45237 -0.86002
N -2.29390 -0.83779 1.15444
H -0.72479 -2.07494 0.48267
H -0.71704 -1.74377 2.09185
H -0.47378 0.92386 1.43109
H 0.92165 -0.08946 1.26080
H -0.45715 1.38106 -0.93055
H -0.60352 -0.38686 -1.11044
H 1.88089 -0.60428 -0.86882
H 1.16889 0.17976 -2.27445
H 1.70225 2.24624 -0.52720
H 2.61617 1.78780 -1.74259
H -2.64593 -0.22542 0.41190
H -2.96876 -1.60260 1.26352
*
```

C36H70O17S5 | ωB97M-V with the def2-TZVPD basis set

The calculation puts the relative energy (zero: lowest compared OMol25 entry of this formula, charge and spin) at 665.3 kcal per mole. The HOMO-LUMO gap is 8.0 eV.

```
! wB97M-V def2-TZVPD RIJCOSX def2/J DEFGRID3
* xyz 0 1
C -1.15596 0.28653 -0.49636
C -0.40958 -1.01153 -0.83563
C 1.04644 -0.70650 -0.99846
O 1.52279 -1.90265 -0.42772
C 0.65747 -2.44784 0.39093
O 0.94263 -3.26043 1.29134
O -0.41383 -1.72775 0.36468
H -2.23000 0.11553 -0.56915
H -0.91056 1.26411 -0.91134
H -0.81857 0.42921 0.53025
H -0.72686 -1.67416 -1.64084
H 1.29643 0.20504 -0.45560
H 1.39462 -0.51275 -2.01302
C 5.72933 -1.64961 -0.22353
C 5.19393 -0.83760 0.84285
O 5.95366 -0.12926 1.49882
C 3.64073 -0.78483 1.05561
H 5.61593 -2.66762 0.14916
H 6.76784 -1.40891 -0.45079
H 5.08616 -1.71896 -1.10082
H 3.31747 0.20663 1.37279
H 3.52641 -1.30451 2.00691
H 3.06879 -1.18719 0.21949
C -1.42940 1.37954 -3.04009
C -0.28493 1.38641 -4.06553
O -0.40991 0.98812 -5.23268
C 1.11414 1.40749 -3.45682
H -1.88105 0.40387 -2.86070
H -2.22089 1.87228 -3.60476
H -1.08459 1.99158 -2.20666
H 1.15324 0.73590 -2.59917
H 1.39660 2.32796 -2.94589
H 1.76236 1.12262 -4.28552
C -3.27131 -1.18830 -4.22829
C -3.29925 -2.01182 -2.97346
O -4.35575 -2.06929 -2.31216
C -2.13612 -2.87654 -2.63345
H -2.53345 -0.38979 -4.30598
H -4.24152 -0.73526 -4.43216
H -3.26414 -1.92566 -5.03100
H -1.97780 -2.87668 -1.55501
H -1.26469 -2.63848 -3.24341
H -2.41379 -3.92441 -2.74731
C -3.84549 2.88629 -2.59740
C -3.54346 1.89652 -1.57617
O -2.55144 1.25589 -1.67651
C -4.50685 1.62784 -0.38763
H -3.49578 2.54859 -3.57298
H -3.34636 3.84801 -2.47876
H -4.89038 3.18542 -2.51477
H -4.32911 0.72185 0.19176
H -5.51200 1.70891 -0.80139
H -4.34717 2.46460 0.29239
C 1.94685 4.76122 0.54821
C 1.61178 3.86914 1.74603
C 0.81989 2.68454 1.25279
S 1.76328 2.16954 -0.22035
O 0.77828 1.74932 -1.18591
O 2.82707 1.31516 0.28714
C 2.47863 3.84206 -0.61572
H 2.82081 5.36014 0.80433
H 1.06931 5.26816 0.14690
H 1.09979 4.57682 2.39807
H 2.43364 3.46250 2.33533
H -0.19244 2.85693 0.88732
H 0.62505 1.84733 1.92302
H 2.28907 4.14051 -1.64678
H 3.50964 3.48989 -0.64888
C -2.10866 -4.33953 3.10790
C -1.17766 -3.67531 1.99575
C -2.16926 -2.67335 1.32054
S -3.23840 -1.94771 2.66089
O -4.65149 -2.04298 2.20925
O -2.60410 -0.70023 3.00828
C -2.82021 -3.31132 3.92303
H -1.44937 -4.99558 3.67626
H -2.95064 -4.85699 2.64809
H -0.96812 -4.50033 1.31491
H -0.29243 -3.22227 2.44209
H -2.80434 -3.24034 0.63989
H -1.67593 -1.88155 0.75685
H -3.79655 -3.53021 4.35542
H -2.27699 -2.88911 4.76846
C 4.85760 0.16796 -3.24236
C 4.63853 -0.34359 -4.67871
C 3.84625 -1.60502 -4.70759
S 2.88486 -1.74024 -3.12567
O 3.43526 -2.87188 -2.43164
O 1.43250 -1.45373 -3.28145
C 3.65489 -0.16251 -2.34744
H 4.96956 1.25024 -3.17727
H 5.81524 -0.16567 -2.84272
H 5.53142 -0.31343 -5.30315
H 4.01258 0.43366 -5.11708
H 4.46781 -2.49957 -4.66831
H 3.22225 -1.70314 -5.59590
H 3.72793 -0.33752 -1.27406
H 2.88670 0.60032 -2.47427
C -1.34998 2.26038 2.05114
C -2.53631 1.32395 1.69804
C -3.82925 1.93758 2.20774
S -3.41521 2.99009 3.69200
O -4.05105 2.34051 4.82961
O -3.79784 4.39279 3.41568
C -1.60958 2.60956 3.56849
H -1.51873 3.11580 1.39701
H -0.29558 1.99791 1.96487
H -2.49747 0.34553 2.17687
H -2.70320 1.03736 0.65972
H -4.71215 1.32660 2.39557
H -4.15091 2.67644 1.47376
H -1.56013 1.80390 4.30100
H -1.09856 3.46782 4.00479
C 0.28765 -2.19650 4.25663
C 1.64862 -2.26640 3.60578
C 1.99151 -1.00225 2.69808
S 0.63684 0.19533 2.85657
O 0.29896 0.65203 1.50933
O 0.83568 1.14665 4.01140
C -0.48776 -1.04004 3.57075
H 0.24250 -2.08890 5.34037
H -0.13309 -3.20119 4.21573
H 1.54707 -3.17710 3.01552
H 2.43326 -2.33428 4.35933
H 1.75269 -1.31916 1.68288
H 2.93369 -0.47985 2.86389
H -0.97170 -1.48145 2.69951
H -1.25525 -0.57369 4.18847
*
```

no.,maximum force (eV Å⁻¹)
1,5.01
2,3.05
3,8.92